(1)
C20H20N2O4 | ωB97M-V/def2-TZVPD

The geometry in ORCA input format:
```
! wB97M-V def2-TZVPD RIJCOSX def2/J DEFGRID3
* xyz 0 1
O 3.309 -2.073 3.124
N 0.439 -0.698 1.807
C 0.369 2.440 -1.513
O 2.284 -0.221 3.849
C -0.852 1.722 -1.449
H -2.589 5.489 -4.279
C -1.764 3.161 -3.127
H 0.072 -2.493 -0.589
H -2.858 1.559 -2.240
H 0.289 -1.859 3.508
C 2.583 2.367 -0.409
N 1.250 1.881 -0.634
C 1.283 -0.010 1.003
C 0.620 0.842 0.008
H -3.246 -4.899 2.142
H -1.006 -4.442 3.050
H 1.441 4.075 -2.429
H 2.556 3.353 0.063
C 0.952 -1.763 2.640
C -1.262 -4.110 2.054
O -2.854 3.464 -3.897
C -0.315 -3.433 1.294
C 1.029 -3.094 1.869
H 3.112 2.446 -1.361
C -0.667 0.715 -0.475
C -0.549 3.867 -3.175
C -2.854 -3.944 0.267
H -1.392 -0.027 -0.203
H 3.175 0.020 4.145
H -3.744 4.585 -5.287
H 1.773 -2.983 1.080
H 3.114 1.670 0.235
C -0.657 -3.016 0.013
H -3.838 -4.143 -0.131
C 2.337 -1.372 3.165
H 1.372 -3.869 2.555
C 0.518 3.518 -2.377
C -2.773 4.541 -4.796
O 2.495 -0.114 1.141
H -1.996 4.382 -5.551
C -1.918 -3.269 -0.498
H -0.553 -0.674 1.636
C -2.522 -4.368 1.543
C -1.920 2.088 -2.266
H -0.438 4.703 -3.848
H -2.170 -2.938 -1.495
*
```

HOMO energy = -7.867 eV
SMILES = COc1ccc2c(c1)cc(C(=O)N[C@@H](Cc1ccccc1)C(=O)O)n2C


(2)
C44H44N5O3P2PdS | ωB97M-V/def2-TZVPD

The geometry in ORCA input format:
```
! wB97M-V def2-TZVPD RIJCOSX def2/J DEFGRID3
* xyz 3 5
H 2.222 5.696 2.331
C 1.128 -0.938 3.752
Pd -0.027 0.299 0.367
H 1.575 2.597 -6.467
C -5.899 0.577 0.880
H 0.785 0.304 -2.948
C 1.754 3.360 -0.083
S -0.356 -3.304 -0.753
H 4.438 -3.792 -0.941
H -4.767 0.013 -4.979
C 3.857 -2.886 -0.827
H 0.937 -5.702 -1.549
C -1.808 -1.489 -4.317
H -4.381 -1.697 2.874
C -2.286 2.467 -1.201
H 1.228 2.774 4.750
H -3.145 -1.553 -5.991
C 1.932 1.222 2.691
C 1.372 3.722 -4.653
N 0.513 -1.872 -0.486
C 1.859 -1.871 -0.599
H 0.178 -0.511 4.075
H 4.098 0.479 -0.518
H 1.124 4.587 -2.716
C 1.392 2.550 -5.402
C -2.958 -1.144 -5.008
C -2.481 -0.078 -2.477
C 0.106 -4.666 1.613
H 0.920 -8.162 3.277
H -2.390 2.557 -2.284
C -5.734 -0.353 1.900
C 4.100 3.872 0.186
C -3.600 0.253 0.214
C 1.186 1.322 -4.792
N -0.424 1.589 2.090
O -0.151 -3.617 -2.127
O 0.869 -1.492 2.446
C 3.090 3.178 -0.457
C -4.509 -0.978 2.078
H 5.127 3.742 -0.124
C 2.466 4.973 1.565
N 2.544 -3.018 -0.717
C -3.637 0.266 -3.184
H 3.333 2.524 -1.287
H -3.198 2.867 -0.755
C 1.081 -6.916 0.203
H -1.094 -2.173 -4.752
P 0.489 2.396 -0.933
C -4.837 0.881 0.045
C -1.643 2.065 2.394
P -2.189 0.650 -0.845
H 4.576 5.330 1.685
H 0.431 4.460 1.229
C 1.133 3.670 -3.292
H -2.493 -1.179 1.383
C 0.313 -4.650 0.221
C 0.907 2.434 -2.677
H 1.544 4.675 -5.133
H -1.191 3.521 0.338
C 4.483 -1.641 -0.789
O -1.626 -3.035 -0.165
N 1.080 -8.088 2.281
C 0.946 1.264 -3.426
C -1.909 2.810 3.521
H -4.364 0.951 -2.767
H -2.441 1.843 1.696
C 0.386 2.582 4.099
H 5.553 -1.551 -0.893
C -0.864 3.087 4.394
H -4.987 1.620 -0.731
H -1.024 3.682 5.282
C -3.872 -0.262 -4.440
H 2.334 0.527 4.700
H 1.385 -1.744 4.442
H 0.221 -5.859 3.382
C 0.807 -5.765 -0.479
H -1.026 4.235 -1.260
H 1.398 -8.928 1.814
H -6.851 1.066 0.738
H 1.208 0.413 -5.375
C -1.572 -0.947 -3.062
H -6.562 -0.586 2.554
H 2.697 2.000 2.766
C 3.789 4.770 1.200
C -3.448 -0.679 1.238
C 3.678 -0.517 -0.600
H 1.442 -7.798 -0.310
H -2.911 3.168 3.701
H 3.185 -0.359 3.463
C 0.387 -5.802 2.315
C 0.863 -6.965 1.619
H -0.300 -3.796 2.109
H 1.989 0.840 1.660
C 2.224 0.106 3.698
H 1.628 -2.047 2.228
C -1.086 3.286 -0.718
N 2.362 -0.628 -0.520
C 1.452 4.270 0.932
C 0.584 1.828 2.947
H -0.646 -1.180 -2.558
*
```

HOMO energy (spin up / spin down) = -14.603 / -15.486 eV
<S²> = 6.09


(3)
C40H35N7PSSe3Ta | ωB97M-V/def2-TZVPD

The geometry in ORCA input format:
```
! wB97M-V def2-TZVPD RIJCOSX def2/J DEFGRID3
* xyz 0 1
C -1.243 -2.646 4.274
H -4.255 6.744 1.749
H -2.397 -0.856 4.660
C 2.883 4.603 -1.215
N 0.401 -3.514 1.166
C -0.879 2.902 4.835
C 5.374 0.793 -1.512
H -1.994 0.041 2.415
H 2.073 5.275 1.283
C -3.570 2.251 4.964
H 3.218 2.700 1.596
C 2.922 2.805 0.556
H 0.011 4.941 0.040
H 5.483 2.474 -0.221
H 4.949 -0.922 -2.738
H 1.840 2.849 0.518
C -3.312 6.357 1.379
H 3.596 4.874 2.099
H 3.369 5.531 -1.510
C -1.475 2.659 6.070
C 4.818 1.723 -0.649
C -2.427 0.465 -2.150
N -1.546 3.934 -2.288
C -2.666 6.996 0.329
C -0.915 5.356 0.432
H 3.309 -6.800 -1.522
C 2.646 0.628 -0.733
H -2.490 0.988 -5.470
C 2.095 -5.267 -0.639
C 3.229 -0.278 -1.635
C -1.577 -0.909 2.694
Se 0.743 2.018 -1.938
N -0.836 -1.514 1.751
C -2.882 0.953 -3.355
Ta 0.520 0.069 0.038
H -0.885 2.715 6.977
C -1.129 -0.269 -4.393
H -3.728 1.626 -3.379
H 2.067 -5.702 0.354
C 2.778 -5.869 -1.690
C -2.823 2.341 6.135
H -3.105 7.877 -0.124
C 2.795 -5.292 -2.964
C -2.192 0.599 -4.502
H -3.552 2.400 2.824
C -1.461 6.493 -0.147
Se -1.533 1.662 0.620
H 2.644 -1.087 -2.047
C 2.126 -4.099 -3.217
C -0.520 -3.306 3.310
H 4.431 4.085 -0.007
C 0.684 -3.165 -0.014
H -4.618 1.975 5.009
H 6.426 0.840 -1.768
C -2.764 5.215 1.955
C -0.329 -2.726 2.054
N 0.326 -2.010 -0.738
N -1.343 -0.319 -2.010
C -1.622 2.845 3.656
C 1.453 -4.072 -0.902
C 3.151 5.196 1.162
H 3.565 6.154 0.858
C 1.468 -3.506 -2.155
H 0.184 3.115 4.779
H 3.337 -5.785 -3.764
C 0.658 -2.266 -2.078
C -1.807 -1.422 3.953
S 2.257 -1.077 1.475
H -0.958 6.974 -0.977
H -2.949 0.720 -1.241
H -3.277 4.737 2.781
C -0.722 3.131 -2.151
C -1.560 4.695 1.480
H 3.068 3.818 -1.939
H -1.371 -3.075 5.261
C -0.729 -0.721 -3.136
N 0.299 -1.664 -3.139
P -0.720 3.179 2.085
N 3.429 4.178 0.111
C -2.974 2.499 3.736
H 2.122 -3.639 -4.198
C 4.554 -0.195 -2.037
H -0.072 -4.276 3.483
H -0.579 -0.625 -5.254
H -3.292 2.147 7.093
C 3.464 1.686 -0.303
Se 1.396 0.716 2.351
H 1.812 4.743 -1.119
*
```

HOMO energy = -6.839 eV